No. 1
{"formula": "C18H32FGaN3O3SSi", "method": "the ωB97M-V functional and the def2-TZVPD basis", "e_homo_ha": -0.4062, "total_charge": 1, "mol_weight_g_mol": 487.346, "de_lowest_ev": 0.008, "total_energy_ha": -3807.3794, "fmax_ev_per_a": 0.32, "orbital_gap_ev": 8.840, "lumo_energy_ev": -2.2, "species": ["Ga", "S", "Si", "F", "O", "O", "O", "N", "N", "N", "C", "C", "C", "C", "C", "C", "C", "C", "C", "C", "C", "C", "C", "C", "C", "C", "C", "C", "H", "H", "H", "H", "H", "H", "H", "H", "H", "H", "H", "H", "H", "H", "H", "H", "H", "H", "H", "H", "H", "H", "H", "H", "H", "H", "H", "H", "H", "H", "H", "H"], "coordinates": [[0.11515, -0.27259, 0.41318], [-0.24334, 1.40649, -1.10985], [0.12209, -1.20566, 3.43689], [-2.25256, -0.92179, -0.05518], [0.79556, -1.65201, -0.63275], [2.59748, -2.70255, -1.40845], [2.10155, 0.01994, 0.77573], [-0.94724, -0.61501, -2.72238], [-2.14857, 1.41113, -2.86473], [-0.66447, -0.39472, 2.06818], [-1.22018, 0.61539, -2.34845], [1.38230, -0.02850, 4.18370], [-3.13667, 1.17858, -3.92176], [-3.94371, 1.05383, 3.11372], [-1.16315, -1.72284, 4.68432], [4.03649, -1.46029, 0.83042], [-1.64116, -1.55132, -3.61656], [-2.60236, 0.70413, 3.15010], [-0.95583, -1.65943, -4.96874], [-4.73169, 0.74230, 2.01469], [-4.46180, 0.66263, -3.37954], [3.00281, -0.79059, -0.05445], [-2.01177, 0.01080, 2.09483], [-2.84062, -0.26751, 1.01497], [3.62712, 0.10499, -1.11324], [0.93737, -2.75810, 2.78546], [-4.16887, 0.07159, 0.93687], [2.10769, -1.82772, -0.75507], [-3.28276, 2.14438, -4.40459], [-0.12605, -1.02348, -2.28028], [-5.14994, 0.46684, -4.20032], [-2.10345, -2.00005, 4.20628], [2.86115, 0.58619, -1.72159], [4.78152, -0.73494, 1.16091], [-5.77548, 1.01978, 1.99175], [-1.37601, -0.95690, 5.42879], [-2.70756, 0.52012, -4.67372], [1.41615, -2.65070, 1.81186], [3.56971, -1.91521, 1.70271], [-1.61776, -2.51284, -3.10263], [-1.02076, -0.72671, -5.52936], [0.99916, 0.42017, 5.10155], [4.23953, 0.87466, -0.64135], [1.60050, 0.79449, 3.50008], [-4.92106, 1.39988, -2.72165], [2.59268, 0.64718, 1.31975], [-4.37388, 1.58460, 3.95137], [4.53943, -2.23756, 0.25849], [-2.24507, 2.28572, -2.36908], [0.09751, -1.91092, -4.84680], [2.31967, -0.52587, 4.43604], [-2.68444, -1.26928, -3.71035], [-1.99244, 0.97376, 4.00195], [-4.74558, -0.19294, 0.06150], [-0.79093, -2.60159, 5.21438], [0.18180, -3.53898, 2.68076], [-4.33269, -0.25731, -2.81057], [-1.42418, -2.44714, -5.55706], [1.69112, -3.12088, 3.48657], [4.26412, -0.49749, -1.75814]]}

---

No. 2
{"formula": "C6H11ISi", "method": "the ωB97M-V functional and the def2-TZVPD basis", "e_homo_ha": -0.2988, "total_charge": 0, "mol_weight_g_mol": 238.144, "de_lowest_ev": 4.513, "total_energy_ha": -822.1742, "fmax_ev_per_a": 8.51, "orbital_gap_ev": 7.165, "lumo_energy_ev": -1.0, "species": ["I", "Si", "C", "C", "C", "C", "C", "C", "H", "H", "H", "H", "H", "H", "H", "H", "H", "H", "H"], "coordinates": [[5.12181, 0.09590, 0.57397], [-0.65474, -0.53236, -0.10123], [-1.00064, 1.26375, -0.28214], [3.29810, -0.25595, -0.43758], [-1.47951, -1.71806, -1.43387], [0.15846, 2.25905, 0.08196], [-0.33492, -1.20846, 1.61913], [2.44688, -0.47900, -1.20813], [1.23906, 2.04455, -0.21671], [-1.12543, -2.81697, -1.16068], [-1.14453, -1.42682, -2.47359], [0.26949, 2.18031, 1.19624], [-1.02592, -0.53909, 2.31543], [-0.18278, 3.28652, 0.00006], [-2.51577, -1.70877, -1.34410], [-0.72006, -2.12356, 1.80023], [-1.85344, 1.52898, 0.37735], [-1.30896, 1.39278, -1.30939], [0.81292, -1.24279, 2.00305]]}

---

No. 3
{"formula": "C7H12O", "method": "the ωB97M-V functional and the def2-TZVPD basis", "e_homo_ha": -0.3161, "smiles": "C=C(CO)/C(C)=C\\C", "total_charge": 0, "mol_weight_g_mol": 112.172, "de_lowest_ev": 2.623, "total_energy_ha": -349.0522, "fmax_ev_per_a": 4.17, "orbital_gap_ev": 9.489, "lumo_energy_ev": 0.9, "species": ["O", "C", "C", "C", "C", "C", "C", "C", "H", "H", "H", "H", "H", "H", "H", "H", "H", "H", "H", "H"], "coordinates": [[1.37653, 1.81176, 0.14905], [-0.49373, -0.36510, 0.64601], [1.57625, -1.43587, -0.13115], [-1.50036, 0.01215, -1.62802], [-1.48313, 0.03434, 1.71602], [0.79192, 1.32768, -1.01589], [0.59255, -1.13920, 0.91171], [-0.64058, 0.21939, -0.65150], [1.56715, 1.07283, -1.73888], [1.92567, -0.40267, -0.51887], [-2.27131, -0.71162, 1.79568], [-2.25721, -0.75886, -1.56175], [-0.99424, 0.11285, 2.68367], [0.20875, 2.10206, -1.52743], [-1.95620, 0.98764, 1.48503], [1.11141, -1.80241, -1.05334], [-1.47210, 0.58106, -2.54665], [0.84275, -1.36318, 1.94074], [2.36126, -2.11490, 0.19494], [0.71461, 1.83207, 0.85061]]}

---

No. 4
{"formula": "C2H5N3O2", "method": "the ωB97M-V functional and the def2-TZVPD basis", "e_homo_ha": [-0.1658, -0.3844], "multiplicity": 3, "total_charge": 0, "mol_weight_g_mol": 103.081, "s_squared": 2.01, "de_lowest_ev": 3.988, "total_energy_ha": -393.6042, "fmax_ev_per_a": 11.19, "orbital_gap_ev": [5.423, 8.661], "lumo_energy_ev": [0.9, -1.8], "species": ["O", "O", "N", "N", "N", "C", "C", "H", "H", "H", "H", "H"], "coordinates": [[-2.04348, -1.30673, 0.07363], [-0.02037, -0.85467, 0.82399], [-0.33297, -2.62448, -0.66920], [-0.85020, -1.96018, 0.43304], [-1.84918, 0.09195, 0.17012], [0.02003, 1.56960, 0.60514], [-0.65915, 0.28585, 0.56759], [-0.31041, -3.69252, -0.54759], [0.84937, 1.37636, -0.15513], [-0.90380, -2.31066, -1.46149], [-0.66392, 2.37719, 0.47526], [0.57652, 1.58882, 1.54756]]}

---

No. 5
{"formula": "C5H11N", "method": "the ωB97M-V functional and the def2-TZVPD basis", "e_homo_ha": -0.3116, "smiles": "C[C@H]1CCN1C", "total_charge": 0, "mol_weight_g_mol": 85.150, "de_lowest_ev": 2.088, "total_energy_ha": -251.7858, "fmax_ev_per_a": 2.84, "orbital_gap_ev": 9.696, "lumo_energy_ev": 1.2, "species": ["N", "C", "C", "C", "C", "C", "H", "H", "H", "H", "H", "H", "H", "H", "H", "H", "H"], "coordinates": [[0.70480, -0.33630, -0.05873], [-1.15247, 0.29715, -1.65046], [-1.20581, -0.33952, 0.87234], [-0.52377, 0.37903, -0.33239], [2.05130, 0.25026, 0.00789], [0.21280, -0.86316, 1.27985], [2.07030, 1.22557, 0.57041], [0.50374, -1.89433, 1.36508], [-1.98830, -1.13727, 0.62930], [0.65124, -0.32016, 2.18720], [2.63153, -0.45177, 0.68781], [-1.87393, 0.36149, 1.45307], [-1.57622, -0.76345, -1.87864], [-1.99959, 1.02657, -1.72991], [2.54040, 0.39591, -1.04490], [-0.59957, 1.43618, -0.03467], [-0.44645, 0.73380, -2.32326]]}

---

No. 6
{"formula": "C7H4F12NaO15S4", "method": "the ωB97M-V functional and the def2-TZVPD basis", "e_homo_ha": -0.0432, "total_charge": -3, "mol_weight_g_mol": 707.328, "de_lowest_ev": 0.000, "total_energy_ha": -4351.3228, "fmax_ev_per_a": 6.80, "orbital_gap_ev": 6.510, "lumo_energy_ev": 5.3, "species": ["S", "S", "S", "S", "Na", "F", "F", "F", "F", "F", "F", "F", "F", "F", "F", "F", "F", "O", "O", "O", "O", "O", "O", "O", "O", "O", "O", "O", "O", "O", "O", "O", "C", "C", "C", "C", "C", "C", "C", "H", "H", "H", "H"], "coordinates": [[0.57650, 1.80851, -4.08828], [-1.97756, -1.90435, -2.02885], [3.26403, -2.85068, 0.06639], [3.33939, 2.14407, 1.06878], [1.20722, -0.11201, -1.00090], [1.45279, 3.98753, 1.68846], [-3.90601, -1.24632, -0.37344], [-1.77146, 2.93474, -3.12544], [3.00658, 3.62653, 3.29209], [1.23391, -4.64502, -0.28194], [-3.43191, 0.36037, -1.76968], [1.40095, 2.14148, 2.93459], [-4.44736, -1.38919, -2.52671], [-0.40769, 1.87484, -1.73077], [1.03098, -3.26992, 1.47195], [0.20672, 3.75027, -2.38492], [2.38351, -4.91996, 1.53389], [3.84812, 0.95311, 1.79844], [1.74407, 1.27140, -3.41064], [2.71336, -1.93830, -0.94603], [3.86151, -2.22152, 1.25851], [-0.91107, -1.14925, -1.37988], [4.38979, 3.03735, 0.66662], [0.78460, 2.92025, -5.05238], [-2.10511, -3.24483, -1.41822], [-2.01282, -0.90816, 1.77554], [-1.88407, -2.02409, -3.51236], [-1.35757, 0.99825, 2.53372], [2.51015, 1.68348, -0.06558], [4.21475, -3.66479, -0.67515], [-0.00317, -0.16901, 1.13209], [-0.27739, 0.78066, -4.72098], [1.86580, -4.00829, 0.72856], [-1.05095, -0.03720, 1.77847], [-0.51030, 2.67080, -2.71475], [2.18210, 3.05322, 2.35601], [-2.31419, 0.56135, 3.40428], [-3.10340, -0.40642, 2.52157], [-3.57720, -0.91815, -1.64874], [-3.57088, -1.24694, 3.03450], [-1.87122, 0.21466, 4.33792], [-3.78687, 0.08046, 1.82593], [-2.93862, 1.42106, 3.64737]]}

---

No. 7
{"formula": "C44H43CsFGeN7O4SSi", "method": "the ωB97M-V functional and the def2-TZVPD basis", "e_homo_ha": -0.2205, "total_charge": 0, "mol_weight_g_mol": 1018.539, "de_lowest_ev": 1.640, "total_energy_ha": -5271.4269, "fmax_ev_per_a": 1.09, "orbital_gap_ev": 5.499, "lumo_energy_ev": -0.5, "species": ["Cs", "Ge", "S", "Si", "F", "O", "O", "O", "O", "N", "N", "N", "N", "N", "N", "N", "C", "C", "C", "C", "C", "C", "C", "C", "C", "C", "C", "C", "C", "C", "C", "C", "C", "C", "C", "C", "C", "C", "C", "C", "C", "C", "C", "C", "C", "C", "C", "C", "C", "C", "C", "C", "C", "C", "C", "C", "C", "C", "C", "C", "H", "H", "H", "H", "H", "H", "H", "H", "H", "H", "H", "H", "H", "H", "H", "H", "H", "H", "H", "H", "H", "H", "H", "H", "H", "H", "H", "H", "H", "H", "H", "H", "H", "H", "H", "H", "H", "H", "H", "H", "H", "H", "H"], "coordinates": [[0.71739, -0.36509, 0.35435], [-2.82376, -0.38238, -1.77759], [-1.09044, 2.15435, 1.53286], [1.39704, -3.98690, -0.76914], [2.13147, 0.33567, -1.83771], [-7.09034, -1.45832, 3.12696], [-0.18263, 3.00643, 0.80974], [-6.92402, -2.86745, 4.81842], [-0.50621, 1.06645, 2.28985], [1.75365, -2.39040, -1.21346], [1.98281, -1.76829, 2.95368], [-3.39837, 1.44370, -1.39365], [-4.16064, 5.40628, 5.41637], [-2.09921, 1.40061, 0.49139], [-3.05651, 3.44964, -0.17467], [-0.69400, -2.04694, 3.62402], [-5.11650, -1.32229, -5.19202], [3.28978, -1.70224, 2.74113], [-4.69098, -1.18458, -3.87891], [3.61785, -0.23595, 4.59041], [-2.01210, 3.12855, 2.66975], [-3.55044, -3.57931, 0.79575], [-4.90193, -3.46857, 1.08277], [2.24919, -0.28995, 4.81205], [-2.68222, 2.50444, 3.71469], [-2.77486, 5.26299, 3.44297], [3.68089, -0.18763, -3.50007], [-4.25774, 2.09101, -2.20977], [3.36935, -2.87399, -3.02094], [-3.44964, -0.61455, -3.59486], [1.47387, -1.07728, 3.97465], [-2.73087, -3.00141, 4.51482], [0.00395, -1.14647, 4.16505], [2.88268, -5.08282, -0.36402], [-3.88669, 4.05203, -0.98275], [-3.05857, -0.34250, -5.96231], [4.41440, -1.08636, -4.26195], [2.60126, -2.00305, -2.19868], [-2.63410, -0.20224, -4.64863], [-2.93246, -2.63315, -0.01178], [-3.66467, -1.56410, -0.52438], [0.35077, -3.99284, 0.81594], [-4.10910, -3.01480, 4.59836], [-3.41423, 3.25577, 4.61300], [-4.87602, -2.07816, 3.90610], [4.23900, -2.44104, -4.00518], [-3.47294, 4.64665, 4.48724], [-5.63988, -2.40524, 0.57568], [-4.56331, 3.40468, -2.02954], [-4.22444, -1.11704, 3.13992], [0.39118, -4.91687, -2.06905], [-6.36036, -2.18425, 4.01057], [-2.05551, 4.50989, 2.53739], [-2.08650, -2.02560, 3.75109], [2.82424, -0.64487, -2.52863], [-2.84536, -1.09347, 3.05048], [-2.83247, 2.11930, -0.33143], [-4.30071, -0.89786, -6.23228], [4.15369, -0.95509, 3.53642], [-5.02250, -1.45294, -0.22277], [3.36437, -5.48714, -1.25649], [-2.79909, 6.34240, 3.35097], [-0.43972, -0.36080, 4.78726], [-4.42056, 6.33676, 5.13632], [-1.87898, -2.74373, -0.24463], [4.25294, 0.36695, 5.22620], [-3.93345, 2.76816, 5.42960], [0.94772, -4.32991, 1.66640], [1.78895, 0.27247, 5.61422], [-5.32447, -1.53793, -3.07312], [-0.48032, -4.69831, 0.71192], [-4.63009, -1.01057, -7.25702], [3.25512, -3.93749, -2.85150], [-2.34165, -0.36691, 2.42603], [-2.41645, -0.02583, -6.77362], [-5.25122, 3.91945, -2.68070], [-0.06631, -3.03628, 1.13615], [-6.69753, -2.32681, 0.79832], [3.65886, -2.25978, 1.88594], [4.78850, -3.17536, -4.58236], [3.63735, -4.51992, 0.19230], [-5.60557, -0.62255, -0.60890], [-0.50935, -4.35627, -2.33712], [5.21262, -0.93172, 3.32026], [2.57600, -5.93079, 0.25465], [-5.38460, -4.20695, 1.71029], [-4.86947, 4.93111, 5.94969], [5.09379, -0.73814, -5.02732], [0.96756, -5.06687, -2.98525], [3.76346, 0.88245, -3.64929], [-1.65724, 0.22254, -4.44454], [-1.52042, 4.97702, 1.72278], [-1.30780, -0.32366, -1.75486], [-6.50543, -1.03424, 2.48642], [-6.07932, -1.76851, -5.40457], [-4.03116, 5.11394, -0.80589], [0.08152, -5.89984, -1.70263], [-4.76662, -0.35166, 2.59413], [-2.13873, -3.74511, 5.03183], [-4.62139, -3.76012, 5.19199], [-2.62110, 1.43038, 3.82994], [-2.96848, -4.39617, 1.20291], [-4.66996, 1.50608, -3.02194]]}

---

No. 8
{"formula": "C24H15N3PdS3", "method": "the ωB97M-V functional and the def2-TZVPD basis", "e_homo_ha": [-0.2599, -0.3173], "multiplicity": 5, "total_charge": 0, "mol_weight_g_mol": 548.026, "s_squared": 6.08, "de_lowest_ev": 0.694, "total_energy_ha": -2410.1421, "fmax_ev_per_a": 1.26, "orbital_gap_ev": [6.821, 5.218], "lumo_energy_ev": [-0.3, -3.4], "species": ["Pd", "S", "S", "S", "N", "N", "N", "C", "C", "C", "C", "C", "C", "C", "C", "C", "C", "C", "C", "C", "C", "C", "C", "C", "C", "C", "C", "C", "C", "C", "C", "H", "H", "H", "H", "H", "H", "H", "H", "H", "H", "H", "H", "H", "H", "H"], "coordinates": [[0.18956, -0.00229, -0.41642], [2.05810, 1.13671, 0.94807], [-4.15957, -1.84691, 0.27958], [1.23611, -1.63974, 1.03254], [4.62550, 1.13640, 3.78482], [2.99280, -2.87329, 4.03113], [-1.69867, -1.53916, -0.39895], [3.89397, 0.36770, 3.33509], [-2.75925, -0.86639, -0.07890], [3.41312, -1.30359, -2.49228], [1.06751, -0.66562, -2.67929], [3.02369, -0.61380, 2.80479], [-0.94958, -3.88235, -0.63223], [-3.88491, 1.36519, -0.04596], [-1.90493, -2.90149, -0.36636], [-3.58932, -4.61034, 0.05300], [0.06392, 0.33230, -2.67579], [-3.21570, -3.27456, -0.02627], [-3.79291, 2.74366, 0.03682], [-1.48052, 1.19208, 0.22678], [-2.62757, -5.56879, -0.20391], [-1.40389, 2.57333, 0.31952], [3.09396, -2.61594, -2.83825], [-2.73128, 0.58527, 0.03983], [2.43380, -0.34050, -2.41570], [2.19442, -0.38624, 1.68676], [-1.31960, -5.20826, -0.53984], [0.77114, -2.01358, -3.02562], [-2.55566, 3.34799, 0.21490], [3.01030, -1.86474, 3.47353], [1.76817, -2.95749, -3.10493], [-4.84506, 0.88368, -0.19846], [-2.48519, 4.42702, 0.28022], [0.34644, 1.37914, -2.66875], [4.44293, -1.04335, -2.28355], [-0.44855, 3.05786, 0.48795], [-4.68623, 3.34964, -0.03951], [-4.60080, -4.88795, 0.31823], [-0.92968, 0.09591, -3.03236], [1.51838, -3.97542, -3.37778], [-0.25922, -2.27922, -3.23071], [3.87473, -3.36095, -2.90979], [-2.89411, -6.61575, -0.14257], [-0.58614, -5.98259, -0.72221], [0.05524, -3.58592, -0.90354], [2.68304, 0.68231, -2.16430]]}